1.
C4H6N2 in the gas phase at a distorted geometry. Source: the OMol25 dataset; level of theory: ωB97M-V with the def2-TZVPD basis set.

Last column: natural (NBO) charge in e.
CARTESIAN COORDINATES (ANGSTROEM)
N: -0.19 2.29 0.68  -0.271
C: 0.09 1.22 0.17  0.227
C: 1.01 0.35 -0.64  -0.545
C: 0.69 -1.01 -0.09  0.161
C: -1.42 0.63 0.64  -0.384
N: 0.32 -1.95 -0.86  -0.602
H: 0.71 0.40 -1.69  0.261
H: 2.10 0.55 -0.60  0.253
H: 0.74 -1.07 1.00  0.162
H: -2.30 0.84 0.00  0.191
H: -1.85 0.52 1.67  0.209
H: 0.10 -2.77 -0.30  0.338

Values from the calculation:
Maximum force in eV/A: 2.5
HOMO-LUMO gap in eV: 9.350
ΔE to the lowest compared entry with this formula, charge and spin in kcal/mol: 104.16

---

2.
C3H9NOS in the gas phase at a distorted geometry. Source: the OMol25 dataset; level of theory: ωB97M-V with the def2-TZVPD basis set.

Last column: natural (NBO) charge in e.
CARTESIAN COORDINATES (ANGSTROEM)
C: 0.77 -0.05 -1.83  -1.057
S: 0.94 -0.07 -0.19  1.925
C: 0.92 1.56 0.56  -0.864
O: 2.14 -0.77 0.18  -0.942
N: -0.40 -0.70 0.91  -0.866
C: -1.74 -0.89 0.43  -0.424
H: 1.21 -0.93 -2.19  0.247
H: -0.22 0.31 -2.18  0.223
H: 1.79 1.69 1.24  0.270
H: 0.94 2.22 -0.31  0.247
H: -0.06 1.78 1.15  0.258
H: 0.08 -1.45 1.41  0.394
H: -2.01 -1.95 0.20  0.198
H: -2.50 -0.35 1.09  0.192
H: -1.87 -0.42 -0.47  0.199

Values from the calculation:
SMILES: C=[S@](C)(=O)NC
Maximum force in eV/A: 3.2
HOMO-LUMO gap in eV: 9.168
ΔE to the lowest compared entry with this formula, charge and spin in kcal/mol: 98.71

---

Q: Which formula does entry 2 have?
A: C3H9NOS

---

Q: Look up the HOMO-LUMO gap of the second one.
A: 9.168 eV